C18H21ClN2O3Ti | wB97M-V/def2-TZVPD

XYZ file:
```
46
C18H21ClN2O3Ti wB97M-V/def2-TZVPD
Cl -4.520 -2.785 1.677
C -1.753 -2.365 -2.790
C -1.597 -0.985 -3.208
C -2.902 -0.366 -3.187
H -0.625 -0.468 -3.449
C -3.845 -1.385 -2.776
C -3.139 -2.606 -2.591
H -3.620 -3.533 -2.187
H -0.944 -3.093 -2.685
H -3.160 0.709 -3.419
C -5.330 -1.181 -2.595
Ti -2.106 -0.684 -1.218
C -3.963 0.034 -0.027
O -4.743 0.803 0.436
C -1.465 -2.371 0.327
O -0.729 -2.957 0.976
H -5.587 -0.146 -2.296
H -5.733 -1.868 -1.838
H -5.846 -1.379 -3.558
C 5.365 -0.593 1.172
C 4.663 0.638 1.685
N 3.193 0.659 1.553
C 2.418 0.601 2.798
C 2.622 1.804 3.689
C 2.664 0.589 0.289
O 3.289 0.281 -0.691
C 1.266 1.047 0.163
C 0.848 2.318 0.454
C -0.452 2.731 0.159
C -1.362 1.844 -0.374
N -0.898 0.585 -0.583
C 0.402 0.119 -0.385
H 4.990 -1.491 1.663
H 6.439 -0.511 1.373
H 5.220 -0.678 0.091
H 4.867 0.779 2.752
H 5.062 1.519 1.147
H 1.361 0.491 2.531
H 2.722 -0.311 3.338
H 2.342 2.728 3.173
H 1.993 1.704 4.570
H 3.666 1.887 4.018
H 1.538 3.013 0.885
H -0.822 3.713 0.322
H -2.408 2.061 -0.683
H 0.619 -0.896 -0.699
```

Calculated values
Charge: +2

---

C18H21ClN4O3S | wB97M-V/def2-TZVPD

XYZ file:
```
48
C18H21ClN4O3S wB97M-V/def2-TZVPD
O 3.879 -1.722 -3.417
C 3.087 -0.851 -3.350
S 2.840 0.474 -4.477
C 1.412 0.967 -3.712
C 1.241 0.359 -2.530
O 0.095 0.753 -1.876
N 2.258 -0.620 -2.206
C 2.272 -1.398 -0.978
C 3.186 -0.751 0.029
C 2.418 0.156 0.939
C 3.239 0.754 2.134
N 2.338 1.287 3.149
C 1.613 0.387 4.067
C 0.127 0.476 4.160
N -0.372 0.940 2.873
C -1.235 0.188 2.015
N -1.625 -1.042 2.220
O -2.625 -1.523 1.297
C -2.782 -0.506 0.473
C -3.614 -0.369 -0.588
C -3.684 0.860 -1.373
C -2.963 1.981 -1.006
Cl -2.888 3.468 -1.925
C -2.112 1.809 0.121
C -2.016 0.612 0.863
C 0.117 2.298 2.390
C 1.525 2.535 2.899
H 0.694 1.614 -4.193
H -0.362 1.452 -2.396
H 1.212 -1.526 -0.801
H 2.626 -2.462 -1.216
H 3.524 -1.552 0.728
H 4.097 -0.307 -0.416
H 1.872 0.949 0.343
H 1.632 -0.450 1.362
H 3.866 -0.018 2.594
H 3.803 1.545 1.750
H 2.033 0.546 5.006
H 1.817 -0.617 3.886
H -0.316 -0.422 4.443
H -0.040 1.182 5.006
H -4.402 -1.101 -0.786
H -4.221 0.901 -2.311
H -1.540 2.668 0.250
H -0.555 3.084 2.726
H 0.330 2.166 1.338
H 1.577 3.186 3.765
H 2.022 3.041 2.131
```

Calculated values
Structure (SMILES): O=c1scc(O)n1CCCCN1CCN(c2noc3ccc(Cl)cc23)CC1

---

Summary of energy relative to the best compared isomer or geometry (same formula, charge and spin) in kcal per mole
86.8 111.2
(order as listed above)